(1)
Below is 20 unconnected molecules or ions with the total composition C20H80O20 at a distorted geometry, with properties calculated with wB97M-V/def2-TZVPD.

**ΔE to the lowest compared entry with this formula, charge and spin**: 8.542 eV
**E**: -2314.38560 Ha
**Charge**: 0
**HOMO energy**: -0.3543 Eh
**Molar mass**: 640.8 Da

Last column: Mulliken charge in e.
Cartesian coordinates (Å):
C: 2.622 0.057 -5.181  0.01
O: 2.114 -0.398 -6.444  -0.57
H: 3.678 -0.192 -5.078  0.33
H: 2.530 1.143 -5.157  -0.07
H: 2.036 -0.298 -4.333  -0.06
H: 1.750 0.304 -6.987  0.32
C: -2.256 2.713 -0.962  -0.71
O: -1.731 1.855 -1.964  -0.32
H: -2.627 3.627 -1.427  0.34
H: -3.099 2.221 -0.478  0.35
H: -1.560 2.811 -0.129  0.02
H: -1.021 2.337 -2.395  0.44
C: -0.146 4.811 -2.765  -0.69
O: 0.221 3.496 -2.960  -0.60
H: 0.055 5.498 -3.587  0.30
H: -1.235 4.795 -2.719  0.33
H: 0.255 5.259 -1.856  0.14
H: 1.178 3.421 -2.967  0.30
C: -0.738 -4.566 -2.871  -0.10
O: -0.486 -5.852 -3.331  -0.73
H: -1.603 -4.210 -3.430  0.23
H: -1.093 -4.682 -1.847  -0.17
H: 0.112 -3.903 -3.033  0.22
H: 0.416 -6.116 -3.134  0.51
C: 3.029 5.885 -0.733  -0.21
O: 4.355 6.422 -0.827  -0.60
H: 2.751 5.181 -1.517  -0.03
H: 2.923 5.474 0.271  0.13
H: 2.277 6.673 -0.745  0.44
H: 5.006 5.753 -0.602  0.31
C: 0.032 0.373 0.514  -0.73
O: 0.603 -0.844 -0.028  -0.07
H: -1.046 0.537 0.536  0.00
H: 0.376 0.446 1.546  0.37
H: 0.461 1.213 -0.033  0.35
H: -0.086 -1.480 0.178  -0.06
C: -3.064 -1.751 0.443  -0.75
O: -1.965 -1.895 1.343  0.20
H: -3.228 -0.706 0.179  0.10
H: -2.872 -2.305 -0.476  0.25
H: -4.029 -2.047 0.856  0.35
H: -2.099 -2.674 1.888  0.01
C: 2.916 -5.976 -2.404  -0.41
O: 1.934 -6.661 -3.121  -0.53
H: 2.645 -5.030 -1.936  0.05
H: 3.267 -6.585 -1.571  0.29
H: 3.746 -5.728 -3.066  0.28
H: 2.215 -7.579 -3.099  0.31
C: -3.759 -4.741 2.625  -0.66
O: -2.983 -3.693 3.240  -0.45
H: -4.838 -4.599 2.667  0.29
H: -3.492 -4.869 1.576  0.22
H: -3.582 -5.715 3.082  0.32
H: -3.214 -3.645 4.171  0.24
C: 3.599 -0.502 -1.517  -0.60
O: 2.921 -1.722 -1.616  -0.46
H: 3.809 -0.274 -0.473  0.30
H: 4.537 -0.411 -2.065  0.39
H: 2.963 0.329 -1.824  0.09
H: 1.974 -1.589 -1.532  0.12
C: -1.085 -6.839 -0.140  -0.33
O: -2.041 -6.981 -1.190  -0.59
H: -0.040 -6.921 -0.438  0.15
H: -1.197 -5.878 0.361  -0.02
H: -1.307 -7.548 0.657  0.39
H: -1.726 -6.545 -1.985  0.44
C: 3.341 3.330 -3.900  -1.04
O: 2.932 2.870 -2.665  0.02
H: 2.441 3.406 -4.510  0.30
H: 3.706 4.350 -3.784  0.32
H: 4.111 2.652 -4.271  0.35
H: 3.636 3.036 -2.033  0.22
C: 1.706 -4.069 1.125  -0.26
O: 2.184 -5.391 1.328  -0.58
H: 1.215 -3.597 1.976  0.28
H: 2.578 -3.443 0.933  0.22
H: 1.114 -3.981 0.213  0.03
H: 1.469 -5.884 1.739  0.30
C: 0.237 4.713 1.768  -0.07
O: -0.253 6.071 1.520  -0.51
H: 0.676 4.575 2.756  0.39
H: -0.623 4.053 1.883  -0.10
H: 0.843 4.364 0.932  -0.05
H: -1.044 5.942 0.990  0.31
C: -3.607 4.372 3.520  -0.23
O: -3.222 5.703 3.061  -0.56
H: -3.865 4.428 4.578  0.31
H: -4.408 3.908 2.945  0.26
H: -2.707 3.772 3.389  -0.06
H: -2.542 6.101 3.611  0.29
C: 4.384 2.966 0.392  -0.10
O: 4.944 3.577 -0.762  -0.59
H: 4.961 2.964 1.316  0.37
H: 3.409 3.426 0.555  0.01
H: 4.258 1.923 0.102  0.01
H: 5.866 3.342 -0.885  0.26
C: -5.240 -0.242 3.496  -0.35
O: -5.800 1.064 3.465  -0.52
H: -4.648 -0.631 4.325  0.23
H: -5.964 -1.046 3.357  0.34
H: -4.545 -0.280 2.657  -0.03
H: -6.096 1.348 4.333  0.29
C: 0.113 -1.232 4.549  -0.12
O: -1.085 -0.621 4.997  -0.47
H: 0.121 -2.320 4.614  0.26
H: 0.122 -0.989 3.487  -0.26
H: 0.934 -0.821 5.137  0.36
H: -1.831 -1.169 4.745  0.17
C: -1.487 2.509 5.685  -0.45
O: -1.216 1.641 6.696  -0.55
H: -1.974 3.374 6.136  0.29
H: -0.556 2.847 5.229  0.23
H: -2.059 2.135 4.837  0.14
H: -1.309 0.794 6.253  0.43
C: -0.586 -0.886 -3.456  -0.36
O: -1.947 -0.790 -3.142  -0.56
H: 0.133 -1.054 -2.654  -0.07
H: -0.559 -1.771 -4.091  0.45
H: -0.263 -0.020 -4.034  0.34
H: -2.055 -0.004 -2.602  0.38

Forces on the atoms, in the same order (eV/Å):
-0.4987 1.0357 -0.7766
0.2071 -0.7086 0.3482
-0.0824 -0.2375 0.0064
0.1826 0.0628 0.1682
0.0625 -0.4373 -0.1540
0.1140 0.1670 0.4149
-0.3865 -0.9227 0.0113
-0.6197 -0.3170 0.4462
0.2295 0.2865 0.4620
-0.2751 -0.1401 -0.3372
0.3666 0.7437 -0.1547
0.5681 0.1541 -0.3068
-1.2778 1.2119 0.0515
0.3358 -0.7772 -0.4599
0.4830 -0.1509 -0.3206
-0.0454 0.2283 0.3173
0.0346 -0.0802 0.2105
0.3986 -0.3683 0.4226
-0.8439 0.0234 -0.1083
-0.7115 -0.8287 -0.6990
0.1095 0.3809 -0.0906
0.3871 0.9266 0.5150
-0.0605 0.1913 0.3800
0.4079 -0.2408 -0.0179
0.4307 0.3936 0.8519
-0.7212 0.5502 -0.5157
0.3214 -0.2325 0.0263
-0.2513 -0.4953 -0.0994
0.4044 0.4168 -0.2556
-0.3449 -0.3580 -0.0576
1.4042 0.4661 0.2892
-1.2940 0.8483 0.1201
-0.0863 -0.8147 -0.4708
-0.0377 0.1668 0.2006
0.0449 -0.0354 -0.1141
-0.1200 -0.6745 0.0449
-0.0812 -0.0163 -0.1942
-0.0160 0.5738 -0.4054
0.5041 0.1475 0.0364
-0.1111 -0.0141 -0.0889
0.0906 -0.4046 0.3046
-0.2084 -0.1279 0.2317
1.6756 0.5524 0.7803
-0.2108 -0.3538 -0.0596
-0.8786 -0.0453 -0.3446
0.2208 -0.0464 0.0098
0.2351 -0.0911 0.0332
-0.3701 -0.1219 -0.2562
-0.0739 -0.5604 0.0931
-0.4195 -0.5260 -0.5069
-0.0099 0.5022 0.0955
0.2462 0.4619 0.0667
0.2719 0.0251 0.2406
-0.0474 -0.0780 0.0204
-0.7697 1.1249 0.7698
0.6722 -0.8554 -0.6792
0.2928 -0.1261 0.3270
-0.0986 -0.6825 -0.2648
-0.0511 0.1165 -0.3659
-0.0590 0.3751 0.2923
-0.6500 0.3610 0.0123
0.1470 -0.3946 1.0496
0.0154 -0.2276 -0.2800
0.0415 0.4941 -0.0671
0.0182 -0.4154 -0.3181
0.4931 -0.0461 -0.4158
0.3271 0.7470 -0.4112
-1.0367 -0.7208 1.3176
0.3100 -0.3358 -0.5198
0.4154 0.1360 -0.3431
-0.0650 0.2699 -0.7029
0.2807 0.1285 0.3742
0.9345 0.6341 -0.5557
-0.3776 0.1557 0.2831
-0.3109 -0.3731 0.1399
0.1255 -0.0592 -0.0072
-0.4367 -0.1283 0.0735
0.0206 -0.2085 -0.0193
-1.4285 0.4761 0.0107
0.8437 -1.2666 0.4612
0.6883 0.7602 -0.2293
-0.2412 -0.1929 -0.4596
0.2705 -0.0196 0.2252
-0.1769 0.2087 0.0365
1.5787 1.0767 0.2261
-1.2331 -0.5718 -0.6475
-0.1692 -0.2645 -0.0157
-0.0224 0.6525 -0.1601
-0.1652 -0.4992 0.2266
0.0260 -0.4062 0.2183
-0.3830 -1.2312 -0.3236
0.3621 0.9325 -0.0291
0.3159 0.5427 -0.1905
0.1665 -0.0837 0.0420
-0.4238 -0.2356 0.4738
0.0664 -0.2185 0.1392
0.3111 -0.6052 -0.9764
0.3734 -0.3778 0.4890
0.0281 1.0248 0.7777
-0.5064 0.2126 -0.2554
-0.1076 -0.0505 -0.1444
-0.0353 -0.1832 0.1129
-0.2967 0.1593 -0.8002
-0.6112 -0.1764 0.9007
-0.1450 -0.0685 0.3656
0.9804 -0.0210 -0.1169
-0.0102 0.0312 -0.3336
-0.0200 0.0500 -0.1510
0.2514 2.1663 -0.9676
-0.1865 -1.6672 0.8393
-0.1951 0.2312 -0.3789
0.3029 0.3957 -0.1715
-0.4578 -0.3384 0.2717
0.3921 -0.8160 0.4466
-0.0234 -0.6178 -1.1838
-0.1947 -0.0811 0.7925
-0.3140 0.1389 0.5626
0.4967 0.1066 -0.2370
0.1719 0.0924 -0.1132
-0.1701 0.4538 0.1734

(2)
Below is a molecular structure, C21H100N2O33S2Y at a distorted geometry, with properties calculated with wB97M-V/def2-TZVPD.

**ΔE to the lowest compared entry with this formula, charge and spin**: 1.455 eV
**E**: -4287.46445 Ha
**Charge**: +1
**HOMO energy**: -0.4269 Eh
**Molar mass**: 1062.1 Da

Last column: Mulliken charge in e.
Cartesian coordinates (Å):
N: 17.348 9.302 16.129  3.12
H: 17.670 10.258 16.192  -0.23
H: 17.367 8.842 17.028  -0.15
H: 17.906 8.834 15.430  0.53
H: 16.408 9.358 15.764  -1.38
N: 17.162 12.585 12.878  1.22
H: 16.810 12.158 12.033  -0.68
H: 17.209 13.593 12.822  0.79
H: 18.115 12.282 13.024  0.47
H: 16.628 12.414 13.717  -0.27
Y: 14.837 8.887 12.240  -0.33
S: 14.826 10.777 14.518  -0.24
O: 15.510 9.491 14.358  0.91
O: 14.245 10.861 13.190  1.50
O: 13.810 10.647 15.541  1.17
O: 15.732 11.858 14.827  -1.21
S: 17.472 9.222 11.065  1.89
O: 18.572 8.485 11.661  -1.13
O: 16.711 9.961 12.027  0.10
O: 17.934 10.107 10.017  -1.00
O: 16.409 8.339 10.642  -0.72
O: 12.974 11.812 20.279  -0.67
H: 13.385 11.908 19.419  0.42
H: 12.075 12.114 20.150  0.32
O: 14.266 11.903 17.846  -0.93
H: 14.066 11.287 17.142  -0.15
H: 14.358 12.749 17.407  0.24
O: 15.403 6.605 15.687  -0.76
H: 16.233 6.680 16.159  0.09
H: 14.784 7.118 16.206  0.44
O: 13.552 8.242 16.716  -0.92
H: 13.589 9.131 16.363  0.14
H: 13.246 8.354 17.616  0.24
O: 17.479 15.171 13.082  -0.53
H: 17.096 15.944 12.669  0.25
H: 18.181 15.516 13.634  0.22
O: 16.073 6.987 12.919  -0.51
H: 16.649 6.485 12.342  0.32
H: 15.987 6.444 13.702  0.21
O: 12.256 9.253 11.950  0.62
H: 11.663 8.956 11.260  0.34
H: 11.679 9.516 12.667  -0.46
O: 14.483 10.317 10.400  -0.25
H: 13.826 10.363 9.705  0.24
H: 14.991 11.122 10.303  -0.31
O: 17.824 13.186 17.665  -0.82
H: 17.311 12.450 17.998  0.39
H: 18.469 12.785 17.082  0.30
O: 19.572 11.617 13.627  -0.96
H: 20.517 11.747 13.709  0.31
H: 19.468 10.671 13.523  0.24
O: 13.983 7.261 10.773  -0.34
H: 13.781 7.439 9.854  0.20
H: 13.562 6.420 10.953  0.23
O: 18.882 8.424 14.121  -0.60
H: 18.602 8.548 13.214  0.08
H: 19.642 7.845 14.061  0.21
O: 18.082 5.872 11.514  -0.76
H: 17.733 5.694 10.641  0.30
H: 18.487 6.736 11.439  0.43
O: 16.556 10.870 18.705  -0.40
H: 16.478 10.808 19.657  0.26
H: 15.766 11.335 18.429  0.23
O: 13.438 7.745 13.809  -0.69
H: 12.592 7.346 13.605  0.23
H: 13.557 7.591 14.746  -0.03
O: 16.683 15.573 16.709  -0.81
H: 15.873 15.155 16.417  0.33
H: 17.153 14.884 17.178  0.40
O: 11.956 12.087 12.649  -0.72
H: 11.435 11.765 13.384  0.21
H: 12.822 11.701 12.781  -0.13
O: 13.636 8.889 19.714  -0.48
H: 13.366 8.230 20.354  0.23
H: 13.677 9.705 20.214  0.23
C: 20.759 11.985 17.923  -1.60
C: 20.445 10.867 16.925  0.80
C: 20.055 9.620 17.670  -1.16
O: 19.319 11.301 16.109  -0.23
H: 21.768 11.921 18.331  0.36
H: 20.057 11.982 18.757  0.36
H: 20.642 13.018 17.596  0.41
H: 21.318 10.688 16.297  0.34
H: 20.848 9.140 18.244  0.47
H: 19.757 8.792 17.027  0.14
H: 19.266 9.920 18.360  0.04
H: 19.658 11.587 15.258  0.18
C: 15.144 13.537 8.634  -1.14
C: 16.606 13.083 8.849  0.34
C: 17.525 14.272 8.948  -1.50
O: 16.641 12.398 10.094  -0.26
H: 14.997 13.959 7.639  0.54
H: 14.961 14.300 9.391  0.15
H: 14.464 12.686 8.684  0.11
H: 16.954 12.513 7.987  0.43
H: 18.533 13.936 9.194  0.43
H: 17.244 14.994 9.714  0.23
H: 17.593 14.733 7.962  0.46
H: 17.155 11.588 10.091  0.09
C: 10.946 10.498 16.955  -1.24
C: 10.639 9.641 15.681  1.13
C: 9.152 9.635 15.261  -1.60
O: 11.433 10.119 14.692  -0.01
H: 11.994 10.732 17.139  0.05
H: 10.621 10.027 17.883  0.41
H: 10.502 11.492 16.896  0.28
H: 10.887 8.599 15.887  0.10
H: 8.583 9.809 16.174  0.52
H: 8.745 8.668 14.966  0.33
H: 8.869 10.429 14.570  0.23
H: 12.283 10.277 15.108  -0.71
C: 12.598 15.171 16.597  -1.62
C: 13.246 14.300 15.536  2.25
C: 13.496 14.854 14.149  -1.30
O: 14.544 14.022 15.974  0.06
H: 12.178 14.508 17.353  0.38
H: 11.810 15.777 16.149  0.44
H: 13.282 15.813 17.152  0.27
H: 12.691 13.377 15.367  -0.81
H: 13.938 14.151 13.442  0.04
H: 14.250 15.639 14.205  0.29
H: 12.595 15.226 13.661  0.47
H: 14.880 13.293 15.447  -0.09
C: 11.663 15.050 9.571  -1.22
C: 11.017 13.760 9.189  0.81
C: 11.161 13.538 7.650  -1.35
O: 11.656 12.720 9.813  -0.16
H: 11.789 15.147 10.649  0.23
H: 11.146 15.957 9.256  0.43
H: 12.701 15.112 9.243  0.15
H: 9.969 13.834 9.479  0.29
H: 12.195 13.678 7.336  0.20
H: 10.662 14.325 7.082  0.43
H: 10.702 12.609 7.312  0.33
H: 11.556 12.818 10.763  -0.01
C: 17.941 6.238 18.502  -1.25
C: 16.918 7.146 19.230  0.54
C: 17.555 7.868 20.474  -1.18
O: 16.275 8.014 18.374  -0.01
H: 18.103 5.319 19.066  0.46
H: 18.906 6.738 18.422  0.21
H: 17.502 5.889 17.567  0.31
H: 16.153 6.451 19.578  0.31
H: 16.775 8.464 20.947  0.29
H: 18.356 8.541 20.168  0.12
H: 17.998 7.240 21.247  0.44
H: 15.612 8.474 18.895  -0.18
C: 9.224 10.752 10.297  -0.58
C: 9.367 9.321 10.785  1.07
C: 8.116 8.457 10.530  -1.52
O: 10.439 8.644 10.140  -0.60
H: 8.367 11.231 10.771  0.46
H: 9.224 10.761 9.207  0.27
H: 10.052 11.310 10.734  -0.13
H: 9.703 9.331 11.822  -0.55
H: 7.939 8.390 9.456  0.39
H: 7.256 9.019 10.894  0.38
H: 8.151 7.460 10.969  0.38
H: 10.177 8.635 9.216  0.40

Forces on the atoms, in the same order (eV/Å):
-0.2351 0.4473 0.7072
0.6480 0.4258 0.3065
-0.2257 0.0007 0.6095
0.6141 -0.4384 -0.6701
-0.5133 -0.5645 -0.1828
0.7660 0.4836 -0.5676
-0.4114 0.0258 -0.1432
-0.0189 0.7446 -0.6033
0.3083 -0.2408 -0.0208
-0.4488 -0.7232 0.2022
-0.9443 -1.0441 -0.4053
0.5521 -1.1839 -0.7638
1.0401 -1.2754 1.3378
-1.3930 2.0612 -1.5114
-0.7733 0.4690 1.2353
-0.0748 0.3266 1.2047
1.4558 -0.1471 -3.3061
0.9947 -0.1243 0.1747
-0.1277 4.0142 4.2667
0.4896 0.1241 -0.2851
-1.0763 -3.0151 -2.0703
-0.0436 -0.3640 0.7075
0.3295 0.1662 -0.7270
-0.2452 0.0343 0.1212
0.0265 -0.1921 1.1483
-0.1518 -0.2627 -0.5896
0.1581 1.0092 -0.5083
0.6057 -0.7576 -0.7193
0.1118 -0.0194 0.1986
-0.3812 0.4752 0.6471
-0.2444 -0.6447 -0.0618
0.2073 0.6018 -0.3541
-0.0688 -0.1163 0.6332
0.0941 0.5191 -0.1157
-0.2270 0.1964 -0.1485
0.1631 0.0730 0.4153
-0.8138 0.3097 0.4547
1.0369 -0.3260 -0.9537
-0.3894 0.1479 0.8145
0.8727 -0.3453 0.2917
-0.1641 -0.1935 -0.9625
0.0892 0.4445 0.7444
-0.5628 -0.2562 -0.2594
-0.4674 0.0273 -0.0229
0.7966 0.7541 0.0085
-0.0199 0.7373 0.0682
-0.0736 -0.4192 0.3490
0.1898 -0.2814 -0.3252
0.5856 0.3162 -0.3549
0.5256 0.2134 -0.5435
-0.1776 -0.8836 -0.1325
-0.4254 -0.4131 -0.2332
0.1637 0.2001 -0.3900
-0.0845 -0.2756 0.2681
0.6790 0.2063 1.8571
-0.4040 -0.1772 -1.3949
0.1843 -0.2000 0.0190
-0.3931 -1.0778 0.2469
-0.0011 -0.1156 -0.3303
0.2937 0.8187 -0.0507
0.9563 -0.4671 0.1170
0.1658 0.0216 0.3223
-1.0885 0.3905 -0.3090
-0.2153 -0.2934 -0.1026
-0.3275 0.1288 -0.2676
0.3417 -0.0291 0.5344
0.3339 0.9490 -0.2175
-0.2942 -0.1918 -0.0900
0.2012 -0.4620 0.2346
-0.8475 0.9323 -0.4603
-0.2100 -0.1649 0.3087
0.4704 -0.2405 -0.0608
0.3934 -0.4623 -0.4700
-0.1204 -0.2684 0.1763
-0.3260 0.8054 0.1556
0.1497 0.3316 0.6233
-0.0736 1.0664 0.3379
-0.0329 -0.6241 0.1592
0.5280 -0.5270 1.2762
0.0222 -0.2576 0.0196
-0.0155 -0.4191 0.1423
0.1625 -0.1491 -0.8174
-0.0212 -0.0228 -0.2880
0.3270 0.6102 0.2044
-0.3768 0.2484 -0.2828
-0.2419 -0.3971 0.0114
-0.4508 0.1094 -0.1141
0.9791 -0.3203 -0.2675
-0.7531 0.9111 0.0470
0.6766 0.0498 -0.3601
-1.1528 0.2990 0.3671
0.1526 0.2281 0.0170
-0.5093 -0.1634 0.0040
-0.1331 0.1413 0.3520
-0.0637 -0.6913 0.2843
0.0727 -0.0825 0.0183
-0.2820 0.0227 -0.0943
-0.0611 0.3717 0.0887
0.8388 -0.8757 -0.7077
-0.5797 -0.1707 0.1872
-1.4994 -0.2244 2.0496
-0.1252 0.1919 1.2604
0.3210 0.4858 -2.4359
0.1889 -0.4430 -0.4253
-0.3377 -0.0884 -0.0713
-0.3993 -0.0288 -0.1661
0.2118 -0.2521 0.2920
-0.1434 0.2846 0.1083
0.4861 -0.0298 -0.5888
0.2480 -0.0676 -0.1305
0.6481 0.2527 -0.4115
-0.4324 -0.2077 -0.1981
0.2149 0.4367 -1.2541
-0.4904 1.1940 -0.6478
0.6400 -1.0184 1.7133
-0.2839 0.0497 0.0253
-0.0941 -0.0118 0.2030
0.2865 0.0803 -0.4867
-0.3169 -0.2702 0.4605
-0.1691 -0.6015 0.2900
-0.2169 0.3905 0.1601
-0.0578 0.1317 0.0139
0.5713 -0.2091 -0.2208
0.8847 1.2840 0.6899
-0.1575 1.0048 -2.1463
-0.6157 0.7389 0.5341
0.7231 -1.4756 0.3690
-0.4166 -0.1760 0.3243
-0.1468 -0.1358 -0.2534
-0.0031 -0.1228 -0.5029
-0.3982 -0.3079 -0.1198
0.1894 -0.6332 0.2191
-0.3624 0.1751 0.2437
0.3852 -0.1816 0.1210
0.2563 -0.2082 0.5732
-0.6292 0.5520 0.4928
1.3058 -1.9825 1.9935
-0.4297 0.0210 -0.8679
0.3508 0.5858 -1.0477
-0.0040 0.1544 0.2634
-0.0050 -0.0220 -0.5161
0.3402 0.2259 -0.2851
-0.1118 -0.1514 0.4879
-0.0164 0.1030 0.1365
-0.0473 0.1295 -0.2438
-0.2652 -0.4398 -0.2439
-0.4562 0.4135 -0.0837
0.4451 -0.2585 1.1330
-0.9431 -0.7535 0.0153
-0.1028 1.1499 0.4806
0.4648 -0.0158 -0.5980
-0.4453 -0.1931 -0.4947
-0.1588 0.4265 0.0554
0.2564 -0.0174 -0.6893
-0.6338 -0.0503 0.2774
0.1939 -0.1683 -0.1677
-0.1923 -0.2882 0.2664
0.1034 0.1396 -0.0165
0.3963 -0.2000 -0.3484